The following is a DFT calculation (ωB97M-V/def2-TZVPD) of 10 unconnected molecules or ions with the total composition C25H55O39PS9Si.

The geometry in XYZ format:
```
130
Properties=species:S:1:pos:R:3:mulliken_charge:R:1
C -2.03 1.07 0.98 -0.61
C -1.15 2.35 0.54 -0.05
O 0.14 2.46 1.22 -0.29
P 1.41 1.89 0.18 0.84
O 1.52 2.84 -1.06 -0.75
C 0.98 0.12 -0.30 -0.49
C 2.16 -0.68 -1.08 -0.68
C 1.71 -2.26 -1.08 -0.31
Si 2.75 -3.13 0.28 0.51
O 2.84 2.02 1.13 -0.40
C 2.74 3.22 1.97 -0.17
C 4.16 3.63 2.65 -0.76
H -1.41 0.09 1.07 0.17
H -2.85 0.89 0.19 0.24
H -2.50 1.23 2.03 0.27
H -1.76 3.28 0.85 -0.24
H -0.98 2.44 -0.60 0.44
H 0.66 -0.53 0.60 0.36
H 0.10 0.19 -1.05 0.38
H 3.20 -0.54 -0.58 0.29
H 2.23 -0.31 -2.18 0.28
H 0.57 -2.29 -0.87 0.41
H 1.83 -2.72 -2.14 0.03
H 3.07 -4.53 0.01 -0.17
H 1.95 -3.12 1.52 -0.20
H 4.02 -2.41 0.48 -0.13
H 2.43 4.12 1.31 0.28
H 2.01 3.08 2.86 0.18
H 4.35 2.90 3.53 0.28
H 5.03 3.65 1.91 0.26
H 3.97 4.67 3.13 0.14
O -4.12 -0.82 1.39 -0.42
S -5.46 -1.12 1.81 0.98
O -5.78 -2.21 2.69 -0.48
O -6.40 -1.21 0.49 -0.32
C -7.45 -0.25 0.59 -0.16
C -6.89 0.88 1.43 -0.29
O -6.10 0.24 2.44 -0.31
H -8.30 -0.72 1.08 0.06
H -7.75 0.09 -0.41 0.34
H -7.67 1.49 1.89 0.33
H -6.23 1.53 0.85 0.25
O 4.36 5.49 7.41 -0.58
S 5.15 5.65 6.22 1.10
O 5.48 4.56 5.36 -0.46
O 6.51 6.44 6.62 -0.34
C 6.61 7.64 5.87 0.25
C 5.17 8.06 5.58 -0.39
O 4.48 6.83 5.33 -0.31
H 7.15 7.43 4.94 -0.24
H 7.15 8.40 6.43 0.33
H 5.09 8.73 4.73 0.33
H 4.72 8.53 6.46 0.33
O 6.97 8.61 2.98 -0.60
S 7.37 7.32 2.48 1.26
O 7.47 6.16 3.32 -0.57
O 8.77 7.50 1.68 -0.34
C 8.60 7.06 0.33 -0.35
C 7.13 7.28 0.01 -0.36
O 6.43 6.95 1.21 -0.29
H 8.86 6.00 0.29 0.29
H 9.26 7.62 -0.34 0.32
H 6.79 6.66 -0.82 0.34
H 6.93 8.34 -0.22 0.29
O -7.46 -2.03 5.93 -0.60
S -6.08 -2.39 5.78 1.12
O -5.35 -2.17 4.56 -0.40
O -5.91 -3.94 6.22 -0.34
C -4.97 -4.04 7.29 -0.32
C -5.07 -2.71 8.03 -0.36
O -5.25 -1.73 7.01 -0.31
H -3.97 -4.17 6.86 0.28
H -5.20 -4.89 7.93 0.30
H -4.17 -2.49 8.62 0.31
H -5.95 -2.69 8.68 0.30
O 4.46 -3.40 -3.02 -0.53
S 4.34 -4.69 -3.66 1.01
O 4.89 -5.89 -3.09 -0.58
O 4.87 -4.55 -5.19 -0.27
C 3.82 -4.92 -6.09 -0.43
C 2.53 -4.60 -5.36 -0.01
O 2.77 -4.94 -3.99 -0.24
H 3.90 -5.99 -6.28 0.32
H 3.91 -4.37 -7.02 0.38
H 1.68 -5.15 -5.75 0.10
H 2.31 -3.52 -5.40 0.23
O -10.69 -1.67 -3.11 -0.54
S -11.08 -1.26 -1.79 1.08
O -11.43 0.09 -1.47 -0.54
O -9.96 -1.77 -0.74 -0.18
C -10.56 -2.62 0.24 -0.37
C -11.75 -3.26 -0.47 -0.38
O -12.29 -2.23 -1.29 -0.31
H -10.89 -2.00 1.07 0.30
H -9.85 -3.36 0.59 0.36
H -12.50 -3.63 0.23 0.31
H -11.43 -4.08 -1.12 0.30
O 5.90 -5.46 -10.01 -0.55
S 6.18 -6.10 -8.75 1.09
O 5.18 -6.76 -7.97 -0.52
O 6.95 -5.02 -7.81 -0.25
C 8.22 -5.55 -7.43 -0.30
C 8.63 -6.48 -8.56 -0.36
O 7.42 -7.12 -8.97 -0.31
H 8.09 -6.10 -6.49 0.27
H 8.94 -4.74 -7.28 0.31
H 9.37 -7.21 -8.25 0.31
H 9.01 -5.91 -9.41 0.30
O -5.09 6.58 1.01 -0.54
S -4.80 5.95 2.26 1.03
O -5.80 5.30 3.06 -0.53
O -4.01 7.02 3.20 -0.32
C -2.74 6.49 3.57 -0.36
C -2.35 5.56 2.43 -0.29
O -3.56 4.92 2.04 -0.23
H -2.86 5.95 4.51 0.30
H -2.02 7.30 3.71 0.32
H -1.61 4.82 2.74 0.31
H -1.97 6.12 1.57 0.28
O -1.51 -7.71 -7.43 -0.55
S -1.41 -6.37 -6.92 1.13
O -0.78 -5.31 -7.65 -0.54
O -0.76 -6.44 -5.44 -0.29
C -1.66 -5.86 -4.49 -0.29
C -3.05 -6.08 -5.08 -0.36
O -2.89 -5.89 -6.48 -0.30
H -1.43 -4.79 -4.41 0.26
H -1.54 -6.33 -3.52 0.32
H -3.78 -5.38 -4.67 0.31
H -3.39 -7.10 -4.91 0.30
```

## Properties
**SMILES**: CCOP(=O)(CCC[SiH3])OCC.O=S1(=O)OCCO1.O=S1(=O)OCCO1.O=S1(=O)OCCO1.O=S1(=O)OCCO1.O=S1(=O)OCCO1.O=S1(=O)OCCO1.O=S1(=O)OCCO1.O=S1(=O)OCCO1.O=S1(=O)OCCO1
**LUMO**: 0.2 eV
**E_tot**: -8134.15270 Ha
**Net charge**: 0
**Kohn-Sham gap**: 10.1 eV
**Largest force on an atom**: 5.5 eV/Å
**Multiplicity**: 1